[1]
This record from the OMol25 dataset describes a molecular structure, C15H16NO7 at a distorted geometry. The level of theory is wB97M-V/def2-TZVPD.

- net charge = -1
- 2S+1 = 1
- orbital gap (Ha) = 0.2044

Each line ends with the natural charge from an NBO analysis.
Positions of all 39 atoms, in Å:
C (0.958, 0.461, -2.756)  -0.4341
N (2.487, 0.452, -3.080)  0.5176
O (3.040, 1.558, -3.271)  -0.3953
O (2.961, -0.664, -3.391)  -0.3928
H (0.499, -0.525, -2.936)  0.2692
H (0.489, 1.096, -3.565)  0.2905
C (3.461, -2.333, 3.910)  -0.2502
O (3.410, -2.633, 2.495)  -0.5113
C (2.693, -1.872, 1.632)  0.2858
C (2.802, -2.211, 0.264)  -0.2708
C (2.053, -1.536, -0.683)  -0.1934
C (1.200, -0.491, -0.292)  -0.0604
C (0.336, 0.311, -1.218)  -0.1999
C (-1.045, 0.315, -0.992)  -0.5342
C (-1.995, 0.805, -2.011)  0.7694
O (-1.794, 0.863, -3.210)  -0.6926
O (-3.224, 1.206, -1.559)  -0.5498
C (-3.397, 1.315, -0.112)  0.5328
C (-2.644, 2.498, 0.457)  -0.6697
C (-4.916, 1.485, 0.088)  -0.6221
O (-2.987, 0.087, 0.466)  -0.5479
C (-1.768, -0.443, 0.066)  0.7645
O (-1.448, -1.501, 0.595)  -0.6606
C (1.085, -0.203, 1.070)  -0.1511
C (1.880, -0.802, 2.028)  -0.2706
H (4.107, -3.107, 4.321)  0.1906
H (3.892, -1.345, 4.101)  0.1740
H (2.470, -2.387, 4.376)  0.1789
H (3.481, -3.019, -0.013)  0.2121
H (2.159, -1.804, -1.732)  0.2314
H (0.837, 1.341, -1.695)  0.2706
H (-1.568, 2.379, 0.329)  0.2450
H (-2.963, 3.421, -0.040)  0.2107
H (-2.869, 2.594, 1.526)  0.2080
H (-5.458, 0.627, -0.338)  0.2258
H (-5.162, 1.562, 1.157)  0.2071
H (-5.258, 2.399, -0.420)  0.2119
H (0.393, 0.581, 1.372)  0.2112
H (1.801, -0.480, 3.062)  0.1996


[2]
This record from the OMol25 dataset describes a molecular structure, C35H43BCaF4N5OSSb at a distorted geometry. The level of theory is wB97M-V/def2-TZVPD.

- net charge = 0
- energy relative to the best compared isomer or geometry (same formula, charge and spin) (eV) = 1.727
- 2S+1 = 1
- orbital gap (Ha) = 0.2888

Each line ends with the Löwdin charge.
Positions of all 92 atoms, in Å:
Ca (10.826, 10.078, 8.604)  1.3696
N (8.589, 8.849, 8.288)  -0.0602
C (7.237, 9.212, 7.919)  -0.3043
C (7.038, 9.618, 6.443)  -0.2145
C (7.815, 10.846, 6.032)  -0.2176
C (7.729, 12.127, 6.918)  -0.2678
N (9.102, 12.569, 7.165)  0.0080
H (8.940, 8.105, 7.633)  0.0674
H (8.513, 8.484, 9.258)  0.0710
H (6.889, 10.069, 8.585)  0.1110
H (6.468, 8.427, 8.148)  0.1163
H (5.945, 9.771, 6.268)  0.1193
H (7.296, 8.717, 5.849)  0.1175
H (7.479, 11.167, 4.997)  0.1185
H (8.870, 10.506, 5.886)  0.1058
H (7.249, 11.890, 7.884)  0.0972
H (7.079, 12.845, 6.377)  0.1083
H (9.187, 13.310, 7.838)  0.0515
H (9.435, 12.946, 6.272)  0.0876
S (11.093, 14.775, 9.890)  0.9452
C (9.956, 14.061, 10.975)  -0.4482
C (9.948, 12.707, 10.922)  -0.2577
C (10.956, 12.165, 10.051)  -0.2736
C (11.620, 13.148, 9.379)  -0.5703
C (12.562, 12.951, 8.284)  -0.3266
C (13.546, 13.887, 8.040)  -0.0384
C (14.428, 13.652, 6.980)  -0.0728
C (14.298, 12.524, 6.201)  -0.0857
C (13.242, 11.645, 6.457)  -0.1150
N (12.486, 11.812, 7.556)  0.0331
H (9.378, 14.696, 11.615)  0.0495
H (9.242, 12.098, 11.463)  0.0661
H (13.635, 14.810, 8.615)  0.1018
H (15.223, 14.376, 6.759)  0.1119
H (14.951, 12.328, 5.337)  0.1064
H (12.986, 10.802, 5.787)  0.1192
F (12.200, 6.690, 6.107)  0.1897
B (11.296, 7.126, 7.014)  -1.1220
F (9.896, 6.955, 6.738)  0.0694
F (11.600, 6.653, 8.299)  0.1092
F (11.390, 8.649, 6.979)  -0.1327
N (13.820, 7.256, 9.863)  0.2098
C (13.457, 8.457, 10.282)  -0.6291
N (14.137, 9.033, 11.296)  0.1886
O (12.476, 9.097, 9.831)  -0.1639
H (14.692, 6.830, 10.178)  0.1286
H (13.297, 6.777, 9.153)  0.0923
H (15.079, 8.780, 11.490)  0.0982
H (13.862, 9.969, 11.554)  0.1048
C (5.993, 7.639, 12.375)  -0.0906
C (6.495, 7.315, 13.764)  -0.3084
C (5.830, 6.407, 14.633)  -0.0444
C (6.324, 6.088, 15.897)  -0.1017
C (7.454, 6.694, 16.370)  -0.0790
C (8.091, 7.624, 15.520)  -0.1277
C (7.714, 7.821, 14.209)  -0.3502
Sb (9.168, 8.728, 12.849)  1.5291
C (9.385, 10.608, 14.016)  -0.3281
C (8.216, 11.124, 14.609)  -0.1534
C (8.201, 12.252, 15.378)  -0.0959
C (9.436, 12.926, 15.538)  -0.0761
C (10.605, 12.410, 14.967)  -0.0628
C (10.592, 11.260, 14.190)  -0.3322
C (11.911, 10.875, 13.542)  -0.0652
C (10.747, 7.405, 13.619)  -0.3215
C (11.402, 7.709, 14.776)  -0.1603
C (12.611, 7.130, 15.143)  -0.0791
C (13.159, 6.226, 14.238)  -0.0955
C (12.462, 5.828, 13.117)  -0.0639
C (11.239, 6.399, 12.797)  -0.3270
C (10.500, 5.902, 11.612)  -0.0745
H (5.040, 7.091, 12.176)  0.0883
H (6.764, 7.433, 11.634)  0.0297
H (5.817, 8.738, 12.248)  0.0865
H (4.932, 5.949, 14.315)  0.0889
H (5.727, 5.405, 16.521)  0.1105
H (7.841, 6.563, 17.374)  0.1032
H (8.882, 8.224, 15.938)  0.0837
H (7.318, 10.506, 14.508)  0.0898
H (7.290, 12.602, 15.906)  0.1120
H (9.465, 13.878, 16.138)  0.1140
H (11.516, 12.964, 15.149)  0.1094
H (12.389, 11.772, 13.099)  0.0929
H (11.697, 10.239, 12.689)  0.0306
H (12.536, 10.348, 14.275)  0.0837
H (11.005, 8.437, 15.467)  0.0887
H (13.125, 7.426, 16.071)  0.1110
H (14.151, 5.797, 14.425)  0.1045
H (12.888, 5.064, 12.496)  0.1044
H (10.999, 5.108, 11.122)  0.0678
H (10.388, 6.679, 10.843)  0.0516
H (9.480, 5.635, 11.903)  0.0849


[3]
This record from the OMol25 dataset describes C3H6N2O in the gas phase at a distorted geometry. The level of theory is wB97M-V/def2-TZVPD.

- SMILES string = C=CNC(N)=O
- net charge = 0
- energy relative to the best compared isomer or geometry (same formula, charge and spin) (eV) = 3.004
- 2S+1 = 1
- orbital gap (Ha) = 0.3391

Each line ends with the natural charge from an NBO analysis.
Positions of all 12 atoms, in Å:
C (1.234, 1.234, 0.709)  -0.5537
C (0.498, 0.600, -0.222)  0.0468
N (-1.048, 0.417, -0.045)  -0.6428
C (-1.307, -0.888, -0.180)  0.7758
N (0.019, -1.393, -0.514)  -0.8913
O (-2.275, -1.559, 0.102)  -0.5775
H (0.907, 1.337, 1.737)  0.1979
H (2.047, 1.879, 0.399)  0.2155
H (0.839, 0.623, -1.250)  0.1870
H (-1.681, 0.982, 0.507)  0.4100
H (0.203, -1.482, -1.508)  0.4090
H (0.563, -1.750, 0.264)  0.4232


[4]
This record from the OMol25 dataset describes 2 unconnected molecules or ions with the total composition C2H4Cl4. The level of theory is wB97M-V/def2-TZVPD.

- SMILES string = ClCCl.ClCCl
- net charge = 0
- energy relative to the best compared isomer or geometry (same formula, charge and spin) (eV) = 0.156
- 2S+1 = 1
- orbital gap (Ha) = 0.4213

Each line ends with the natural charge from an NBO analysis.
Positions of all 10 atoms, in Å:
Cl (1.859, 0.847, 0.250)  -0.0292
C (2.297, -0.632, -0.596)  -0.3949
Cl (0.818, -1.548, -1.004)  -0.0240
H (2.869, -0.301, -1.462)  0.2257
H (2.897, -1.285, 0.039)  0.2241
Cl (-2.397, -0.932, -0.203)  -0.0287
C (-2.078, 0.595, 0.649)  -0.4037
Cl (-2.830, 2.056, 0.018)  -0.0175
H (-2.425, 0.396, 1.664)  0.2205
H (-1.008, 0.803, 0.645)  0.2275